Density functional theory data (ωB97M-V with the def2-TZVPD basis set) for C30H28N2O3S in the gas phase.

```
! wB97M-V def2-TZVPD RIJCOSX def2/J DEFGRID3
* xyz 0 1
C -4.127 -2.506 -2.205
C -3.352 -2.191 -0.924
C -4.246 -1.572 0.114
C -5.166 -2.380 0.774
C -6.002 -1.868 1.745
C -5.928 -0.528 2.083
C -5.026 0.308 1.447
C -4.939 1.763 1.800
C -4.192 -0.222 0.456
N -3.254 0.657 -0.146
C -3.245 1.017 -1.446
O -4.008 0.622 -2.295
C -2.140 2.041 -1.773
O -0.831 1.595 -1.425
C -0.395 1.814 -0.186
O -1.069 2.312 0.687
C 1.020 1.368 -0.031
C 1.325 0.028 -0.053
C 2.699 -0.354 0.063
N 3.643 0.538 0.252
C 3.358 1.843 0.313
C 4.415 2.755 0.523
C 4.165 4.098 0.560
C 2.859 4.587 0.392
C 1.812 3.728 0.190
C 2.035 2.340 0.153
C 3.089 -1.758 0.023
C 4.358 -2.222 0.050
C 5.625 -1.557 -0.053
C 6.034 -0.446 -0.741
C 7.416 -0.204 -0.644
C 8.064 -1.129 0.112
S 6.997 -2.332 0.706
C 1.979 -2.782 -0.021
C 0.686 -2.268 0.595
C 0.252 -1.013 -0.149
H -4.963 -3.168 -1.995
H -3.474 -2.987 -2.930
H -4.509 -1.585 -2.635
H -2.933 -3.117 -0.517
H -2.526 -1.522 -1.165
H -5.214 -3.429 0.522
H -6.710 -2.513 2.246
H -6.578 -0.126 2.846
H -5.698 2.022 2.533
H -3.962 2.006 2.219
H -5.087 2.380 0.914
H -2.721 1.233 0.499
H -2.125 2.204 -2.852
H -2.360 2.979 -1.249
H 5.408 2.354 0.648
H 4.972 4.798 0.719
H 2.684 5.652 0.426
H 0.808 4.107 0.072
H 4.462 -3.298 0.162
H 5.363 0.166 -1.312
H 7.910 0.626 -1.119
H 9.106 -1.178 0.362
H 1.790 -3.040 -1.069
H 2.302 -3.694 0.484
H 0.845 -2.032 1.650
H -0.091 -3.031 0.530
H 0.075 -1.255 -1.202
H -0.682 -0.629 0.268
*
```

## Properties
SMILES: CCc1cccc(C)c1NC(=O)COC(=O)c1c2c(nc3ccccc13)/C(=C\c1cccs1)CCC2
Largest force on an atom: 0.96 eV/A

natural (NBO) population analysis, charges in e, atoms 1 to 4:
1 C -0.603
2 C -0.439
3 C 0.084
4 C -0.239

Density functional theory data (ωB97M-V with the def2-TZVPD basis set) for 2 unconnected molecules or ions with the total composition C21H22NO3 in a non-equilibrium geometry.

```
! wB97M-V def2-TZVPD RIJCOSX def2/J DEFGRID3
* xyz -1 1
C -3.013 0.286 3.551
C -1.950 1.378 3.411
C -0.994 0.277 2.876
O 0.037 0.275 2.224
C -1.905 -0.787 3.457
H -3.592 0.297 4.474
H -3.709 0.248 2.703
H -2.245 2.199 2.754
H -1.637 1.742 4.398
H -1.608 -1.108 4.460
H -2.175 -1.653 2.857
C -3.191 -4.318 0.489
C -1.801 -3.995 1.006
O -1.170 -3.091 0.056
C -0.017 -2.438 0.387
C 0.287 -1.360 -0.595
N 1.321 -0.598 -0.501
C 1.547 0.564 -1.121
C 2.951 0.976 -1.366
C 3.359 2.316 -1.593
C 4.713 2.663 -1.708
C 5.682 1.655 -1.684
C 5.306 0.315 -1.541
C 3.958 -0.013 -1.360
C 0.364 1.329 -1.564
C 0.430 2.119 -2.726
C -0.711 2.747 -3.228
C -1.933 2.613 -2.557
C -2.041 1.806 -1.416
C -0.897 1.172 -0.937
O 0.663 -2.722 1.353
H -3.785 -4.836 1.251
H -3.727 -3.396 0.222
H -3.163 -4.981 -0.388
H -1.863 -3.508 1.982
H -1.222 -4.914 1.144
H -0.334 -1.418 -1.513
H 2.611 3.102 -1.693
H 5.012 3.712 -1.817
H 6.733 1.920 -1.759
H 6.061 -0.474 -1.551
H 3.663 -1.049 -1.216
H 1.394 2.210 -3.232
H -0.619 3.363 -4.128
H -2.803 3.161 -2.905
H -2.999 1.678 -0.897
H -0.988 0.537 -0.056
*
```

## Properties
Largest force on an atom: 2.85 eV/A

natural (NBO) population analysis, charges in e, atoms 1 to 4:
1 C -0.399
2 C -0.522
3 C 0.597
4 O -0.460

Density functional theory data (ωB97M-V with the def2-TZVPD basis set) for a molecular structure, C35H36BrF3N3O10S2Zr in a non-equilibrium geometry.

```
! wB97M-V def2-TZVPD RIJCOSX def2/J DEFGRID3
* xyz 1 1
Zr -0.570 0.279 0.423
C 1.194 3.153 2.936
O 0.083 2.660 2.182
C -0.934 3.544 1.989
C -1.239 4.616 2.809
C -2.269 5.474 2.444
Br -2.652 6.952 3.554
C -3.000 5.291 1.287
C -2.710 4.202 0.470
C -1.680 3.342 0.833
O -1.255 2.324 -0.025
C -3.367 3.998 -0.829
N -3.526 4.904 -1.742
C -4.016 4.241 -2.854
C -4.335 4.729 -4.119
C -4.775 3.821 -5.063
C -4.902 2.456 -4.769
C -4.589 1.953 -3.520
C -4.145 2.869 -2.575
N -3.706 2.723 -1.271
H 1.507 4.126 2.554
H 1.989 2.429 2.801
H 0.951 3.236 3.995
H -0.684 4.807 3.716
H -3.774 5.985 0.995
H -1.911 2.272 -0.754
H -4.235 5.783 -4.341
H -5.035 4.174 -6.052
H -5.256 1.786 -5.541
H -4.694 0.901 -3.284
H -3.887 1.913 -0.689
O -2.893 0.144 -0.005
C -2.744 -1.074 0.209
O -1.579 -1.567 0.314
H -3.613 -1.735 0.310
F -0.417 -0.579 5.510
C -0.335 0.203 4.459
F -0.998 1.330 4.702
F 0.949 0.489 4.225
S -1.025 -0.590 2.909
O -1.886 -1.651 3.267
O -1.649 0.554 2.204
O 0.180 -0.899 2.122
C 2.146 -7.279 2.470
C 2.793 -6.406 1.430
C 3.678 -6.960 0.513
C 4.291 -6.184 -0.459
C 4.014 -4.831 -0.522
C 3.126 -4.267 0.387
N 2.812 -2.878 0.248
C 3.489 -1.862 0.819
C 4.685 -2.133 1.522
C 5.386 -1.132 2.139
C 4.961 0.205 2.077
C 3.819 0.506 1.395
C 3.051 -0.496 0.759
C 1.802 -0.086 0.189
O 1.011 -0.873 -0.465
O 1.307 1.097 0.356
C 2.503 -5.036 1.374
C 1.550 -4.424 2.363
H 2.544 -8.291 2.425
H 1.066 -7.336 2.315
H 2.314 -6.885 3.474
H 3.887 -8.021 0.559
H 4.972 -6.642 -1.164
H 4.469 -4.197 -1.272
H 1.917 -2.656 -0.151
H 5.028 -3.157 1.570
H 6.290 -1.372 2.682
H 5.538 0.976 2.567
H 3.475 1.528 1.308
H 1.980 -4.452 3.368
H 0.614 -4.986 2.399
H 1.312 -3.392 2.124
C -0.436 2.971 -3.512
C -0.476 1.503 -3.938
S 0.291 0.485 -2.636
O -0.867 0.508 -1.614
C 0.173 -1.153 -3.459
C -1.180 -1.808 -3.233
H -1.191 3.545 -4.047
H 0.540 3.407 -3.719
H -0.628 3.073 -2.443
H 0.066 1.348 -4.870
H -1.501 1.140 -4.031
H 0.978 -1.747 -3.031
H 0.376 -0.981 -4.514
H -1.338 -1.980 -2.174
H -1.213 -2.766 -3.750
H -1.991 -1.188 -3.616
*
```

## Properties
Largest force on an atom: 2.39 eV/A

Löwdin population analysis, charges in e, atoms 1 to 4:
1 Zr 1.900
2 C -0.032
3 O -0.130
4 C -0.212

Density functional theory data (ωB97M-V with the def2-TZVPD basis set) for a molecular structure, C25H27AsN2S4V.

```
! wB97M-V def2-TZVPD RIJCOSX def2/J DEFGRID3
* xyz 1 3
V 1.070 0.949 -0.096
S 0.717 0.880 2.237
C 0.524 -0.767 2.866
C 0.486 -0.930 4.250
C 0.268 -2.181 4.802
C 0.072 -3.290 3.989
C 0.118 -3.138 2.614
C 0.356 -1.888 2.051
As 0.478 -1.578 0.160
C 1.809 -2.779 -0.520
C 2.671 -3.455 0.336
C 3.679 -4.250 -0.190
C 3.830 -4.363 -1.563
C 2.979 -3.676 -2.419
C 1.972 -2.879 -1.901
C -1.217 -2.152 -0.584
C -2.346 -1.404 -0.261
C -3.587 -1.763 -0.760
C -3.704 -2.870 -1.591
C -2.582 -3.620 -1.910
C -1.339 -3.266 -1.404
H 0.625 -0.066 4.887
H 0.244 -2.291 5.879
H -0.114 -4.262 4.424
H -0.030 -3.994 1.966
H 2.561 -3.361 1.409
H 4.348 -4.776 0.478
H 4.620 -4.982 -1.969
H 3.105 -3.754 -3.491
H 1.323 -2.322 -2.566
H -2.248 -0.552 0.407
H -4.465 -1.188 -0.497
H -4.672 -3.151 -1.984
H -2.671 -4.488 -2.549
H -0.466 -3.858 -1.647
S 2.659 2.504 -3.679
C 2.176 1.458 -2.525
S 0.659 0.620 -2.474
S 3.120 1.153 -1.047
C -0.539 4.979 -1.493
C 0.304 3.692 -1.386
N -0.065 2.917 -0.177
C 0.206 3.761 1.011
C -0.618 5.066 0.951
N -1.438 5.041 -0.299
C -2.359 3.862 -0.292
C -1.501 2.578 -0.224
H -1.168 4.979 -2.382
H 0.075 5.877 -1.502
H 1.366 3.924 -1.334
H 0.149 3.068 -2.262
H 1.272 3.977 1.039
H -0.047 3.199 1.906
H 0.012 5.953 0.921
H -1.300 5.154 1.795
H -1.995 5.893 -0.346
H -2.958 3.904 -1.199
H -3.019 3.959 0.568
H -1.671 1.949 -1.097
H -1.738 2.002 0.670
*
```

## Properties
⟨S²⟩: 2.05
Largest force on an atom: 0.78 eV/A

natural (NBO) population analysis, charges in e, atoms 1 to 4:
1 V 0.750
2 S -0.261
3 C -0.174
4 C -0.211

In order of appearance, ΔE to the lowest compared entry with this formula, charge and spin = 0.065, 1.859, 1.156, 0.341 eV.